(1)
H27O13 | the ωB97M-V functional and the def2-TZVPD basis

Geometry (Å):
O  2.051  -1.013  1.126
H  -2.665  -3.231  -0.958
H  2.700  -0.840  -1.901
O  2.286  2.360  0.101
H  -2.802  -2.217  -1.969
H  -1.467  0.244  -3.254
O  -2.313  -3.773  1.150
H  4.448  -1.424  0.176
O  -1.497  0.463  -2.326
H  -3.433  0.844  -1.572
H  -0.832  1.191  -2.577
O  -3.194  0.712  -0.600
H  1.564  -1.688  1.661
H  1.902  2.117  -0.782
O  -1.782  -1.011  0.725
H  -0.585  0.739  0.807
H  -2.709  -0.814  0.741
O  -0.015  0.675  -0.157
H  0.942  0.304  0.252
H  -0.603  0.079  -0.811
O  3.939  -2.034  -0.179
H  3.172  -1.935  0.306
H  -2.949  1.598  -0.234
O  0.320  2.908  2.888
H  -1.877  0.321  3.359
H  0.822  3.632  2.462
O  1.160  2.771  -2.727
H  1.393  2.728  -3.725
H  1.820  2.112  -2.213
O  -2.090  -2.457  -1.309
H  2.516  -0.194  -0.564
H  2.421  -0.488  2.023
O  -1.105  0.610  2.771
H  1.054  2.348  3.214
H  -1.101  1.657  2.740
O  2.040  -0.322  -1.367
H  -1.921  -2.876  1.369
H  3.183  2.312  -0.062
H  -1.846  -1.417  -0.057
H  -1.558  -4.203  0.814

Its total charge is +2. As for the multiplicity: 2. The gap between HOMO and LUMO (spin up / spin down) is 10.21 / 2.94 eV. The total energy comes out at -27031.97856 eV. The highest occupied orbital energy (spin up / spin down) comes out at -16.7 / -16.7 eV. Its energy relative to the best compared isomer or geometry (same formula, charge and spin) is 3.913 eV.

---

(2)
C31H34BN4OS5Sr | the ωB97M-V functional and the def2-TZVPD basis

Geometry (Å):
Sr  0.419  -0.191  0.669
C  -0.457  -3.732  -2.616
C  0.482  -3.758  -1.402
S  1.085  -2.096  -0.905
C  1.052  -2.369  0.894
C  -0.353  -2.166  1.596
S  -1.713  -1.540  0.554
C  -2.547  -3.081  0.035
C  -2.958  -3.033  -1.444
S  -1.740  -2.462  -2.653
H  -0.923  -4.713  -2.707
H  0.108  -3.555  -3.530
H  1.343  -4.384  -1.604
H  -0.031  -4.187  -0.551
H  1.766  -1.680  1.354
H  1.434  -3.361  1.096
H  -0.220  -1.462  2.434
H  -0.691  -3.087  2.051
H  -3.420  -3.232  0.660
H  -1.877  -3.913  0.217
H  -3.782  -2.333  -1.579
H  -3.321  -4.020  -1.727
N  -0.461  3.177  -2.805
C  0.653  3.453  -3.629
C  0.468  4.058  -4.858
C  1.563  4.364  -5.659
C  2.843  4.070  -5.222
C  3.023  3.453  -3.989
C  1.934  3.134  -3.201
S  2.203  2.316  -1.670
N  0.648  2.194  -0.972
C  -0.388  2.645  -1.549
C  -1.651  2.684  -0.738
C  -2.622  3.637  -0.982
C  -3.719  3.706  -0.137
C  -3.799  2.833  0.928
C  -2.772  1.923  1.102
N  -1.722  1.837  0.292
H  -1.365  3.433  -3.155
H  -0.537  4.298  -5.192
H  1.407  4.837  -6.620
H  3.702  4.320  -5.830
H  4.024  3.218  -3.638
H  -2.512  4.361  -1.779
H  -4.487  4.451  -0.301
H  -4.623  2.866  1.627
H  -2.783  1.245  1.950
O  2.704  0.286  0.540
S  4.047  -0.347  0.868
C  5.214  0.978  0.774
C  6.559  0.658  0.682
C  7.479  1.696  0.629
C  7.040  3.015  0.656
C  5.685  3.310  0.736
C  4.754  2.285  0.795
C  4.001  -0.551  2.627
C  3.291  0.360  3.400
C  3.264  0.178  4.774
C  3.937  -0.895  5.348
C  4.637  -1.798  4.558
C  4.670  -1.633  3.179
H  6.887  -0.376  0.656
H  8.535  1.474  0.557
H  7.761  3.821  0.608
H  5.350  4.340  0.754
H  3.695  2.494  0.844
H  2.758  1.178  2.940
H  2.724  0.882  5.395
H  3.914  -1.029  6.422
H  5.153  -2.634  5.012
H  5.214  -2.329  2.549
B  -0.299  4.089  3.082
C  0.274  2.715  2.538
N  0.631  1.738  2.039
H  -1.461  3.861  3.424
H  -0.268  4.852  2.111
H  0.378  4.500  4.013

Its total charge is +1. The gap between HOMO and LUMO is 7.04 eV. The total energy comes out at -96388.33085 eV. The highest occupied orbital energy comes out at -9.5 eV. Its energy relative to the best compared isomer or geometry (same formula, charge and spin) is 4.733 eV.

---

(3)
C66H62BClF9IN5O9 | the ωB97M-V functional and the def2-TZVPD basis

Geometry (Å):
C  6.325  -0.241  4.112
C  5.370  -0.719  5.335
C  3.897  -0.063  5.136
C  3.138  -1.087  4.132
N  1.864  -0.572  3.707
N  1.074  -0.999  2.659
C  1.667  -2.310  2.159
C  -0.239  -1.455  3.299
I  0.001  -2.597  5.190
C  -1.449  -0.474  3.440
C  -1.895  -0.033  4.947
N  -2.953  -0.941  5.524
C  -1.522  0.774  2.397
C  -2.790  0.647  1.502
C  -3.128  -0.591  0.599
C  -3.546  -2.059  1.020
N  -3.131  -0.368  -0.704
C  -0.062  1.274  1.846
C  0.447  2.093  3.167
C  1.926  2.484  3.438
N  2.279  2.750  4.681
C  -0.152  2.431  0.796
F  0.884  3.419  0.899
F  -1.284  3.228  1.255
C  -0.496  2.454  -0.716
F  -1.868  2.261  -1.054
F  0.143  1.604  -1.632
C  -0.183  3.865  -1.483
F  -0.761  3.608  -2.767
F  1.173  4.013  -1.805
C  -0.914  5.163  -1.001
F  -2.267  5.056  -0.725
F  -0.834  6.086  -2.072
F  -0.340  5.843  0.076
C  0.884  -0.010  1.497
C  0.096  -0.748  0.275
C  0.911  -1.420  -0.876
O  1.922  -2.119  -0.856
Cl  0.172  -1.325  -2.571
B  2.306  0.522  0.870
O  3.577  0.570  1.597
O  2.511  1.122  -0.398
C  3.590  0.537  -1.173
C  3.234  0.284  -2.710
H  6.741  -1.140  3.537
H  7.186  0.407  4.474
H  5.761  0.378  3.339
H  5.830  -0.445  6.329
H  5.223  -1.840  5.182
H  4.075  0.872  4.526
H  3.344  0.093  6.109
H  3.943  -1.316  3.350
H  3.056  -2.063  4.742
H  1.428  -0.056  4.466
H  2.685  -2.197  1.667
H  1.816  -3.088  2.965
H  1.038  -2.871  1.405
H  -0.608  -2.336  2.661
H  -2.390  -1.079  3.168
H  -1.023  0.144  5.644
H  -2.451  0.975  4.941
H  -3.858  -0.547  5.211
H  -2.922  -1.869  5.088
H  -1.834  1.646  3.083
H  -3.659  0.600  2.273
H  -3.110  1.582  0.919
H  -3.620  -2.796  0.149
H  -2.724  -2.503  1.693
H  -4.507  -2.114  1.638
H  -3.377  -1.229  -1.211
H  0.102  1.559  4.128
H  -0.122  3.085  3.295
H  2.776  2.671  2.696
H  1.462  2.628  5.307
H  -0.695  -0.099  -0.200
H  -0.544  -1.630  0.655
H  4.090  -0.247  1.444
H  3.964  -0.468  -0.759
H  4.485  1.240  -1.084
H  3.990  0.847  -3.344
H  3.402  -0.824  -2.937
H  2.165  0.521  -2.991
C  -3.352  6.029  -4.024
C  -3.416  5.278  -5.195
C  -3.480  5.915  -6.428
C  -3.491  7.308  -6.494
C  -3.451  8.060  -5.319
C  -3.370  7.417  -4.084
C  -3.512  9.540  -5.371
O  -3.473  10.197  -4.346
C  -3.629  10.206  -6.689
C  -3.746  11.594  -6.751
C  -3.843  12.229  -7.983
C  -3.816  11.482  -9.158
C  -3.706  10.098  -9.101
C  -3.622  9.456  -7.865
C  -3.541  7.978  -7.814
O  -3.521  7.323  -8.840
H  -3.293  5.531  -3.063
H  -3.415  4.194  -5.146
H  -3.525  5.326  -7.338
H  -3.325  7.997  -3.169
H  -3.764  12.183  -5.840
H  -3.938  13.309  -8.029
H  -3.884  11.979  -10.120
H  -3.690  9.520  -10.018
C  -9.321  -3.927  2.615
C  -10.168  -4.749  3.354
C  -9.645  -5.804  4.092
C  -8.272  -6.048  4.084
C  -7.426  -5.239  3.324
C  -7.953  -4.171  2.598
C  -5.972  -5.517  3.268
O  -5.231  -4.808  2.606
C  -5.434  -6.674  4.019
C  -4.077  -6.984  3.930
C  -3.560  -8.060  4.642
C  -4.395  -8.826  5.453
C  -5.749  -8.524  5.540
C  -6.273  -7.454  4.816
C  -7.723  -7.164  4.888
O  -8.454  -7.835  5.593
H  -9.729  -3.098  2.046
H  -11.237  -4.566  3.355
H  -10.309  -6.438  4.670
H  -7.299  -3.530  2.017
H  -3.421  -6.390  3.303
H  -2.506  -8.302  4.567
H  -3.990  -9.661  6.013
H  -6.395  -9.127  6.169
C  6.151  -3.566  -0.238
C  5.144  -3.069  -1.064
C  5.367  -2.933  -2.428
C  6.603  -3.282  -2.971
C  7.619  -3.756  -2.140
C  7.386  -3.908  -0.774
C  8.953  -4.085  -2.697
O  9.838  -4.502  -1.972
C  9.193  -3.888  -4.144
C  10.459  -4.138  -4.673
C  10.691  -3.969  -6.033
C  9.657  -3.559  -6.872
C  8.395  -3.304  -6.349
C  8.163  -3.459  -4.982
C  6.825  -3.150  -4.430
O  5.920  -2.787  -5.160
H  5.973  -3.680  0.827
H  4.183  -2.789  -0.642
H  4.580  -2.551  -3.068
H  8.168  -4.289  -0.126
H  11.268  -4.460  -4.026
H  11.678  -4.159  -6.441
H  9.837  -3.435  -7.934
H  7.595  -2.981  -7.006

Its total charge is +1. The gap between HOMO and LUMO is 7.02 eV. The total energy comes out at -141070.55007 eV. The highest occupied orbital energy comes out at -10.7 eV.

---

(4)
C11H15N | the ωB97M-V functional and the def2-TZVPD basis

Geometry (Å):
C  -2.667  -1.749  1.008
C  -3.628  -0.553  0.972
H  -1.892  -1.688  0.247
H  -2.217  -1.928  2.013
H  -3.215  -2.678  0.866
H  -4.106  -0.539  1.963
H  -4.503  -0.686  0.285
H  -3.013  0.329  0.863
C  2.054  3.072  -0.523
C  1.611  -0.525  0.064
C  1.136  0.704  -0.492
C  2.104  1.655  -0.162
C  3.116  1.044  0.597
C  -0.191  -1.712  -1.061
C  0.897  -1.686  -0.164
C  -0.642  -0.465  -1.633
C  -0.067  0.716  -1.217
N  2.800  -0.285  0.737
H  -0.523  -2.710  -1.307
H  1.306  -2.630  0.188
H  -1.447  -0.290  -2.347
H  -0.330  1.600  -1.789
H  3.301  -1.048  1.164
H  3.775  1.472  1.328
H  1.911  3.639  0.425
H  1.392  3.471  -1.287
H  3.040  3.468  -0.741

Its total charge is +1. As for the multiplicity: 2. The gap between HOMO and LUMO (spin up / spin down) is 8.96 / 6.27 eV. The total energy comes out at -13132.12491 eV. The highest occupied orbital energy (spin up / spin down) comes out at -13.0 / -13.3 eV. Its energy relative to the best compared isomer or geometry (same formula, charge and spin) is 1.082 eV.